Record 1
{"formula": "C28H22BF7N5OsS", "method": "wB97M-V/def2-TZVPD", "molar_mass_g_mol": 794.6, "e_homo_ev": [-10.72, -10.78], "total_charge": 1, "total_energy_ev": -69842.8544, "orbital_gap_ev": [6.50, 6.57], "symbols": ["Os", "N", "C", "S", "N", "N", "C", "C", "C", "C", "C", "C", "C", "C", "C", "C", "C", "C", "N", "H", "H", "H", "H", "H", "H", "H", "H", "H", "H", "H", "F", "B", "F", "F", "F", "F", "C", "F", "F", "C", "C", "C", "C", "C", "C", "C", "C", "H", "H", "H", "H", "C", "C", "C", "C", "N", "C", "C", "H", "H", "H", "H", "H", "H", "H"], "xyz": [[0.4503, -0.1086, -1.0529], [-4.3565, 0.4368, -0.9406], [-3.0437, 0.2596, -1.1490], [-2.2974, 1.7406, -1.8397], [-2.5207, -0.8718, -0.8507], [-1.2725, -1.2850, -1.0953], [-1.0598, -2.5935, -0.9715], [-2.1202, -3.5320, -0.5801], [-1.8761, -4.4614, 0.4349], [-2.8459, -5.3765, 0.7955], [-4.0682, -5.3917, 0.1436], [-4.3185, -4.4775, -0.8680], [-3.3587, -3.5482, -1.2239], [0.2664, -3.0700, -1.2965], [0.5672, -4.4216, -1.5083], [1.8530, -4.7836, -1.8593], [2.8044, -3.7900, -2.0571], [2.4312, -2.4673, -1.8716], [1.2169, -2.1173, -1.4677], [-4.7978, 1.2797, -1.2666], [-4.9317, -0.3565, -0.7044], [-0.9244, -4.4560, 0.9445], [-2.6394, -6.0852, 1.5827], [-4.8217, -6.1131, 0.4189], [-5.2590, -4.5058, -1.3967], [-3.5504, -2.8677, -2.0385], [-0.2069, -5.1622, -1.3992], [2.1116, -5.8243, -1.9845], [3.8172, -4.0289, -2.3385], [3.1474, -1.6733, -2.0344], [4.4534, 0.7264, -1.7636], [3.2797, 1.0734, -1.2287], [3.2313, 2.2682, -0.6075], [2.8027, 0.0624, -0.3186], [2.2136, 1.0037, -2.2249], [1.8731, 8.6641, -1.5171], [2.6301, 7.7672, -0.8555], [3.8480, 7.8170, -1.4084], [2.7523, 8.2244, 0.3946], [2.0212, 6.3935, -0.9218], [1.4532, 5.8204, 0.2142], [0.8670, 4.5828, 0.1345], [0.8208, 3.8959, -1.1021], [1.4447, 4.4729, -2.2368], [2.0236, 5.7145, -2.1406], [0.1362, 2.7109, -1.2173], [-0.5853, 1.6652, -1.3456], [1.4878, 6.3483, 1.1545], [0.4285, 4.1253, 1.0077], [1.4737, 3.9189, -3.1620], [2.4949, 6.1683, -2.9999], [-0.1208, -0.3520, 5.6840], [-0.0047, -0.2824, 4.2029], [1.2223, -0.3949, 3.5588], [1.2883, -0.3463, 2.1795], [0.2153, -0.1828, 1.4072], [-0.9682, -0.0652, 2.0140], [-1.1217, -0.1119, 3.3841], [0.8552, -0.4754, 6.1443], [-0.7548, -1.1903, 5.9694], [-0.5823, 0.5563, 6.0676], [2.1296, -0.5221, 4.1278], [2.2419, -0.4447, 1.6866], [-1.8364, 0.0578, 1.3811], [-2.1077, -0.0162, 3.8116]], "atomic_forces_ev_per_a": [[0.8, -1.4, 1.2], [-0.3, 0.1, 0.0], [1.4, 0.3, -0.4], [0.3, -0.2, 0.0], [-1.3, -0.6, 0.5], [1.8, 0.2, 0.3], [-0.9, 1.3, -0.2], [-0.3, -0.3, 0.0], [0.1, 0.3, -0.2], [-0.1, -0.1, 0.1], [0.0, 0.1, 0.0], [0.0, -0.1, 0.0], [0.1, -0.1, -0.1], [0.9, -0.4, -0.2], [-0.2, 0.5, 0.1], [0.3, 0.2, -0.1], [-0.4, -0.1, 0.1], [0.6, -0.1, -0.1], [-1.0, 0.7, 0.6], [-0.1, 0.0, 0.2], [0.1, 0.0, -0.1], [0.1, 0.0, 0.1], [0.0, -0.1, 0.1], [-0.1, -0.1, 0.0], [-0.1, 0.0, 0.0], [0.0, 0.1, 0.0], [-0.1, -0.1, 0.0], [0.0, -0.1, -0.1], [0.1, 0.0, -0.1], [-0.1, 0.1, 0.1], [0.8, -0.2, -0.4], [-0.7, -0.5, 0.1], [0.1, 0.9, 0.3], [-0.2, -0.2, 0.4], [-0.4, 0.0, -0.6], [-0.1, -0.2, -0.1], [0.2, 0.8, 0.0], [0.0, -0.3, -0.1], [-0.1, -0.2, 0.2], [-0.2, -0.5, 0.0], [0.3, 0.4, 0.0], [-0.2, -0.4, -0.4], [1.0, 1.1, 0.1], [-0.2, -0.3, 0.4], [0.1, 0.3, 0.1], [-1.4, -2.0, -0.2], [-0.6, 1.0, 0.3], [0.0, 0.0, 0.0], [-0.1, 0.0, 0.1], [-0.1, 0.0, -0.1], [0.0, 0.0, -0.1], [0.0, 0.0, 0.1], [0.1, 0.0, -0.4], [-0.3, 0.0, 0.0], [0.4, -0.1, 0.0], [0.0, -0.1, -1.8], [-0.4, 0.0, 0.0], [0.2, 0.0, 0.0], [0.0, 0.0, 0.1], [0.0, 0.0, 0.1], [0.0, 0.0, 0.1], [0.1, 0.0, 0.0], [0.0, 0.0, -0.2], [0.0, 0.0, -0.1], [-0.1, 0.0, 0.0]]}

***

Record 2
{"formula": "C28H22ClN4O2Ru", "method": "wB97M-V/def2-TZVPD", "molar_mass_g_mol": 583.0, "e_homo_ev": [-16.51, -16.51], "total_charge": 3, "total_energy_ev": -54528.3035, "orbital_gap_ev": [4.18, 4.19], "symbols": ["Ru", "C", "C", "C", "C", "N", "C", "C", "C", "C", "C", "C", "N", "C", "C", "C", "C", "C", "N", "H", "H", "H", "H", "H", "H", "H", "H", "H", "H", "H", "Cl", "C", "C", "C", "C", "O", "C", "C", "O", "C", "H", "H", "H", "H", "N", "C", "C", "C", "C", "C", "C", "H", "H", "H", "H", "H", "H", "H"], "xyz": [[0.3481, -0.0155, -0.4006], [4.2404, 0.8709, -2.1963], [5.0989, 0.3310, -1.2522], [4.5700, -0.2404, -0.1024], [3.1992, -0.2627, 0.0744], [2.3630, 0.2525, -0.8652], [2.8781, 0.8060, -1.9675], [2.5327, -0.8052, 1.2827], [3.1491, -1.2373, 2.4446], [2.3501, -1.6146, 3.5151], [0.9658, -1.5305, 3.4305], [0.3965, -1.0950, 2.2462], [1.1918, -0.7873, 1.2103], [-1.0496, -0.9001, 1.9857], [-2.0305, -1.2301, 2.8984], [-3.3658, -1.0373, 2.5636], [-3.6828, -0.5282, 1.3180], [-2.6526, -0.2175, 0.4474], [-1.3685, -0.3823, 0.7698], [4.6133, 1.3296, -3.1011], [6.1697, 0.3528, -1.4051], [5.2246, -0.6652, 0.6451], [2.1695, 1.2079, -2.6811], [4.2255, -1.2663, 2.5295], [2.8102, -1.9560, 4.4329], [0.3545, -1.7918, 4.2816], [-1.7693, -1.6426, 3.8621], [-4.1445, -1.2941, 3.2694], [-4.7087, -0.3775, 1.0138], [-2.8509, 0.1597, -0.5468], [-1.9329, 6.8769, -0.5951], [-1.2290, 5.3824, -0.3225], [-0.3971, 5.1806, 0.8056], [0.1841, 3.9683, 1.0104], [-0.0639, 2.8691, 0.1215], [0.4897, 1.7651, 0.4042], [-0.8988, 3.0867, -1.0360], [-1.0886, 2.0767, -2.0643], [-0.6243, 0.9374, -2.0317], [-1.4567, 4.3266, -1.2433], [-0.2263, 6.0026, 1.4885], [0.8300, 3.7913, 1.8601], [-1.6690, 2.3607, -2.9489], [-2.0670, 4.5173, -2.1192], [0.4799, -1.4878, -1.9004], [-0.7581, -2.2083, -1.7683], [-0.8085, -3.1917, -0.7830], [-2.0034, -3.8498, -0.5402], [-3.1323, -3.5324, -1.2857], [-3.0612, -2.5697, -2.2858], [-1.8737, -1.8975, -2.5331], [0.5715, -1.0354, -2.8059], [1.2650, -2.1204, -1.7647], [0.0880, -3.4600, -0.2320], [-2.0467, -4.6298, 0.2081], [-4.0596, -4.0616, -1.1133], [-3.9301, -2.3602, -2.8954], [-1.8086, -1.1702, -3.3327]], "atomic_forces_ev_per_a": [[0.0, 2.4, 0.1], [0.0, 0.0, 0.0], [0.0, 0.0, 0.0], [0.0, 0.0, 0.0], [0.0, 0.0, 0.1], [0.0, -0.4, -0.2], [0.0, 0.0, 0.0], [0.0, 0.0, 0.0], [0.0, 0.0, 0.0], [0.0, 0.0, 0.0], [0.0, 0.0, 0.0], [0.0, -0.1, 0.1], [0.1, 0.1, -0.2], [0.0, -0.1, 0.1], [0.1, 0.0, 0.0], [0.0, 0.0, 0.0], [0.0, 0.0, 0.0], [-0.1, 0.0, 0.0], [0.0, -0.3, -0.3], [0.0, 0.0, 0.0], [0.0, 0.0, 0.0], [0.0, 0.0, 0.0], [0.0, 0.0, 0.0], [0.0, 0.0, 0.0], [0.0, 0.0, 0.0], [0.0, 0.0, 0.0], [0.0, 0.0, 0.0], [0.0, 0.0, 0.0], [0.0, 0.0, 0.0], [0.0, 0.0, 0.0], [-0.1, 0.2, 0.0], [0.1, -0.6, -0.1], [-0.4, 0.3, -0.3], [0.2, -0.6, -0.4], [-0.4, 1.5, -0.3], [0.3, -2.4, 0.5], [0.0, -0.3, 0.2], [0.0, 0.4, 0.2], [0.1, -0.4, 0.1], [0.0, 0.7, 0.3], [0.0, 0.0, 0.0], [0.0, 0.0, 0.0], [0.0, 0.0, 0.0], [0.0, 0.0, 0.0], [0.1, -0.3, 0.3], [0.0, -0.2, 0.3], [-0.1, -0.2, 0.1], [0.2, 0.0, 0.0], [0.0, 0.0, 0.0], [0.0, 0.1, -0.1], [-0.1, 0.1, -0.1], [0.0, 0.0, -0.1], [0.1, 0.0, -0.2], [0.0, 0.0, 0.0], [0.0, 0.0, 0.0], [0.0, 0.0, 0.0], [0.0, 0.0, 0.0], [0.0, 0.0, 0.0]]}

***

Record 3
{"formula": "C28H22F9N2O14", "method": "wB97M-V/def2-TZVPD", "molar_mass_g_mol": 781.5, "e_homo_ev": -10.55, "total_charge": 1, "total_energy_ev": -85485.1512, "orbital_gap_ev": 7.32, "symbols": ["O", "N", "C", "C", "C", "C", "O", "C", "C", "F", "F", "C", "F", "F", "C", "F", "F", "C", "F", "F", "N", "C", "F", "H", "H", "H", "H", "H", "H", "H", "H", "H", "H", "C", "C", "C", "O", "C", "C", "C", "O", "O", "O", "H", "H", "H", "H", "C", "C", "C", "O", "C", "C", "C", "O", "O", "O", "H", "H", "H", "H", "C", "C", "C", "O", "C", "C", "C", "O", "O", "O", "H", "H", "H", "H"], "xyz": [[-6.6745, -4.6308, 8.7350], [-5.9803, -4.4473, 7.5761], [-4.6000, -4.5095, 7.4257], [-4.3392, -4.2120, 6.1116], [-3.0541, -4.0643, 5.3770], [-2.5697, -2.6132, 5.4486], [-1.6986, -2.3749, 4.3842], [-1.7129, -1.0338, 3.9406], [-0.4605, -0.8055, 3.1222], [-0.4238, -1.6909, 2.1101], [0.6397, -1.0098, 3.8639], [-0.4416, 0.6395, 2.5062], [-1.5499, 1.3122, 2.8912], [-0.4741, 0.5256, 1.1747], [0.7691, 1.5343, 2.8594], [1.9195, 0.8842, 2.5633], [0.6843, 2.6218, 2.0454], [0.8178, 2.0571, 4.3166], [0.0905, 3.1826, 4.4257], [0.2860, 1.1450, 5.1584], [-5.5732, -3.9799, 5.5129], [-6.5263, -4.1405, 6.4188], [-7.7707, -4.0061, 6.2184], [-6.5165, -5.5510, 8.9938], [-3.9059, -4.7169, 8.2139], [-2.3333, -4.7487, 5.8076], [-3.2024, -4.3415, 4.3374], [-2.0993, -2.4337, 6.4165], [-3.4416, -1.9546, 5.3945], [-1.7106, -0.3310, 4.7690], [-2.5824, -0.8690, 3.3090], [1.8453, 2.2799, 4.5901], [-5.7031, -3.7265, 4.5449], [-3.0753, 2.1660, -0.2929], [-2.8459, 3.1668, -1.1552], [-3.6664, 3.3417, -2.4081], [-3.3981, 4.2875, -3.1211], [-4.7180, 2.3777, -2.6862], [-4.9380, 1.3775, -1.8240], [-4.1322, 1.2177, -0.5624], [-4.4208, 0.2861, 0.1738], [-5.8744, 0.4534, -1.9993], [-1.8988, 4.0718, -0.9866], [-2.4940, 2.0298, 0.6067], [-5.2931, 2.5022, -3.5926], [-5.8112, -0.1434, -1.2310], [-1.9548, 4.6749, -1.7535], [4.4432, 1.0728, -2.8133], [3.1451, 0.7961, -2.9806], [2.1056, 1.1967, -1.9709], [0.9465, 0.9141, -2.2164], [2.5371, 1.8868, -0.7692], [3.8362, 2.1625, -0.5966], [4.8747, 1.7780, -1.6175], [6.0276, 2.0809, -1.3804], [4.3168, 2.7873, 0.4695], [2.6501, 0.1497, -4.0385], [5.1914, 0.7871, -3.5332], [1.7846, 2.1611, -0.0456], [5.2805, 2.8613, 0.3270], [1.6863, 0.1001, -3.8888], [5.1324, 0.0836, -9.3504], [6.4240, 0.3894, -9.5358], [7.3779, 0.5652, -8.3826], [8.5344, 0.8273, -8.6502], [6.8668, 0.4140, -7.0315], [5.5755, 0.1109, -6.8482], [4.6260, -0.0830, -8.0015], [3.4748, -0.3702, -7.7313], [5.0188, -0.0446, -5.6534], [6.9707, 0.5592, -10.7293], [4.4417, -0.0466, -10.1713], [7.5565, 0.5525, -6.2107], [4.0754, -0.2578, -5.8072], [7.9123, 0.7650, -10.5724]], "atomic_forces_ev_per_a": [[0.0, 0.3, -0.3], [0.6, -0.3, 0.3], [0.4, 0.4, -1.3], [-0.1, -0.4, 1.1], [-0.2, 0.1, 0.2], [-0.3, 0.0, 0.0], [0.2, -0.1, 0.0], [0.1, -0.3, 0.1], [-0.3, 0.1, -0.2], [0.0, -0.2, -0.1], [0.3, -0.2, 0.2], [0.4, -0.2, -0.1], [-0.2, 0.1, 0.1], [0.0, 0.1, -0.2], [0.1, 0.4, -0.3], [-0.3, 0.2, 0.2], [0.1, -0.4, 0.3], [0.1, 0.3, -0.3], [-0.1, 0.0, 0.0], [0.0, -0.1, 0.2], [0.3, 0.0, 0.2], [0.3, 0.1, 0.0], [-1.0, 0.1, -0.2], [-0.1, -0.2, 0.0], [-0.1, -0.1, 0.3], [0.2, -0.1, 0.0], [0.1, 0.0, -0.2], [0.2, 0.1, 0.1], [-0.1, 0.2, -0.1], [0.0, 0.1, 0.2], [-0.2, 0.2, -0.1], [0.2, -0.1, 0.1], [-0.2, 0.0, -0.1], [0.0, -0.2, 0.2], [0.1, -0.1, 0.1], [-0.3, -0.2, -0.2], [0.1, 0.1, 0.0], [0.0, 0.1, -0.1], [-0.1, 0.0, -0.2], [0.3, 0.2, 0.2], [-0.1, -0.1, 0.0], [0.0, 0.0, 0.0], [0.0, 0.0, 0.0], [0.0, 0.1, 0.0], [0.0, 0.0, 0.0], [0.0, 0.0, 0.1], [0.0, 0.0, 0.0], [0.1, 0.0, 0.1], [0.1, -0.1, -0.2], [0.0, 0.2, 0.4], [0.0, -0.1, -0.1], [-0.2, -0.1, 0.0], [-0.1, 0.0, 0.1], [-0.1, -0.2, -0.3], [0.0, 0.1, 0.1], [0.0, 0.0, 0.0], [0.1, 0.1, 0.2], [0.0, 0.0, -0.1], [0.0, 0.0, 0.0], [0.1, 0.0, 0.0], [-0.1, 0.0, 0.0], [-0.2, 0.0, 0.0], [-0.2, 0.0, -0.1], [0.0, 0.0, 0.4], [0.0, 0.0, -0.1], [0.2, 0.0, 0.0], [0.1, 0.0, 0.2], [0.0, 0.0, -0.4], [0.0, 0.0, 0.1], [0.0, -0.1, -0.2], [0.0, 0.0, 0.0], [0.0, 0.0, 0.0], [0.0, 0.0, 0.0], [-0.1, 0.0, 0.1], [0.1, 0.0, 0.0]]}